1.
Computed, not measured: a cluster of 12 separate species, C40H50N12O10 in total at a distorted geometry, with the ωB97M-V functional and the def2-TZVPD basis.

Geometry (Å):
N  4.00045  -0.50605  -0.24444
C  4.19618  0.38599  0.69347
C  5.29881  0.26218  1.46565
C  6.30732  -0.70566  1.19849
C  6.08000  -1.70285  0.23163
C  4.92014  -1.47005  -0.50916
H  3.40378  1.08632  0.91266
H  5.47050  0.96899  2.26399
H  7.03791  -0.69188  1.99374
H  6.73075  -2.54957  0.07049
H  4.64886  -2.29993  -1.14485
N  -1.28166  4.53529  -1.24861
C  -0.14242  3.79963  -1.10984
C  1.03253  4.34869  -0.62323
C  1.05472  5.69504  -0.34086
C  -0.10337  6.44622  -0.40391
C  -1.25185  5.86519  -0.95120
H  -0.34900  2.74049  -1.15384
H  1.87191  3.74138  -0.31825
H  1.99772  6.21117  -0.23717
H  -0.15017  7.50833  -0.21387
H  -2.07487  6.48607  -1.27296
N  -1.66852  -2.58151  -3.03374
C  -2.41882  -1.94987  -2.08205
C  -3.67282  -2.40995  -1.71281
C  -4.19793  -3.50506  -2.42917
C  -3.53903  -4.09258  -3.45663
C  -2.30675  -3.56481  -3.81381
H  -2.02051  -1.06313  -1.61146
H  -4.33101  -1.85380  -1.06174
H  -5.19385  -3.75393  -2.09361
H  -4.15505  -4.77743  -4.02046
H  -1.78821  -3.97697  -4.66681
N  2.00404  -4.72020  -1.81294
C  2.68447  -5.88006  -2.09396
C  3.24405  -6.07409  -3.36781
C  3.05056  -5.10912  -4.33898
C  2.37795  -3.93872  -4.08008
C  1.81091  -3.80002  -2.79988
H  2.72363  -6.63849  -1.32607
H  3.83665  -6.97181  -3.46445
H  3.38447  -5.25275  -5.35597
H  2.17151  -3.21609  -4.85570
H  1.21882  -2.93542  -2.53854
N  -2.36351  2.42499  -3.91731
C  -1.73129  1.25521  -3.57156
C  -1.39004  0.26258  -4.48693
C  -1.60511  0.57859  -5.83833
C  -2.26503  1.78419  -6.24904
C  -2.62307  2.67477  -5.24969
H  -1.55717  1.03549  -2.52858
H  -0.81273  -0.60241  -4.19554
H  -1.31740  -0.08948  -6.63665
H  -2.31047  1.96969  -7.31203
H  -3.16406  3.57187  -5.51222
N  -3.46499  2.11998  -1.01802
C  -2.79950  1.73383  0.11424
C  -3.40043  1.07311  1.19288
C  -4.74256  0.70132  1.04465
C  -5.39616  0.95507  -0.17843
C  -4.74397  1.74942  -1.13284
H  -1.79949  2.09269  0.30815
H  -2.91963  0.86687  2.13770
H  -5.27605  0.27744  1.88257
H  -6.43643  0.71623  -0.34336
H  -5.26440  2.01910  -2.03994
N  -0.67140  3.68976  3.56375
C  -0.60772  2.32975  3.73808
C  -1.64001  1.66474  4.44210
C  -2.72476  2.42121  4.88430
C  -2.74008  3.80397  4.79590
C  -1.68588  4.40902  4.08547
H  0.17545  1.75952  3.26071
H  -1.44354  0.62017  4.63361
H  -3.52607  1.82076  5.28896
H  -3.54700  4.40102  5.19443
H  -1.53849  5.47800  4.04152
C  2.49005  1.76227  -2.75389
N  2.45749  0.99005  -3.98457
O  1.77102  -0.01771  -3.99701
O  3.17759  1.32050  -4.91432
H  3.50259  2.07665  -2.50086
H  1.92207  1.27215  -1.96314
H  2.10578  2.76665  -2.93177
C  2.80840  1.50785  4.39941
N  3.66259  2.08969  5.46836
O  3.28982  1.92536  6.61047
O  4.68050  2.71453  5.16630
H  2.64745  2.19957  3.57255
H  1.83874  1.20649  4.79568
H  3.25171  0.59660  3.99791
C  1.77643  -3.13061  5.97852
N  1.08488  -1.85130  5.55791
O  1.29656  -1.47624  4.40597
O  0.24569  -1.36504  6.29912
H  2.19346  -3.67631  5.13212
H  1.12761  -3.85820  6.46613
H  2.62608  -2.88923  6.61719
C  0.86080  -1.53648  0.56458
N  0.72174  -0.03538  0.72785
O  -0.04871  0.60270  0.01074
O  1.21836  0.44851  1.71089
H  1.69544  -1.80047  -0.08487
H  -0.06711  -1.81514  0.06515
H  0.80236  -2.05392  1.52215
C  -2.68596  -2.45194  2.58050
N  -2.88386  -3.85918  2.13264
O  -3.43724  -4.63402  2.92616
O  -2.62629  -4.05919  0.94965
H  -2.18892  -1.93465  1.75984
H  -2.17112  -2.52842  3.53819
H  -3.72580  -2.16375  2.73468

The calculation puts the lowest unoccupied orbital energy at -0.0223 Ha. The relative energy (zero: lowest compared OMol25 entry of this formula, charge and spin) comes out at 150.3 kJ/mol. As for the spin multiplicity: 1. Its SMILES is C[N+](=O)[O-].C[N+](=O)[O-].C[N+](=O)[O-].C[N+](=O)[O-].C[N+](=O)[O-].c1ccncc1.c1ccncc1.c1ccncc1.c1ccncc1.c1ccncc1.c1ccncc1.c1ccncc1. As for the highest occupied orbital energy: -8.76 eV.

***

2.
Computed, not measured: an isolated molecule of C40H50N8O6, with the ωB97M-V functional and the def2-TZVPD basis.

Geometry (Å):
C  -0.42890  5.00300  -8.22590
H  0.21873  5.88018  -8.21713
H  0.11216  4.14680  -8.63086
H  -1.32028  5.19987  -8.82477
O  -0.80505  4.71015  -6.88886
C  -2.13247  4.68762  -6.61901
O  -3.00327  4.91941  -7.42229
N  -2.33539  4.32917  -5.33346
H  -1.54645  4.33832  -4.70183
C  -3.63617  4.42513  -4.71637
H  -4.31563  4.83124  -5.47122
C  -3.52914  5.35486  -3.51005
O  -2.47445  5.44222  -2.88791
N  -4.62666  6.02643  -3.15137
C  -5.91315  6.04423  -3.82427
C  -6.82277  6.79814  -2.85551
H  -7.64375  7.29480  -3.36699
C  -5.86982  7.77283  -2.17016
H  -6.24966  8.11249  -1.21097
C  -4.61247  6.92936  -1.99035
C  -4.64329  6.12453  -0.73080
N  -5.63132  6.02726  0.12755
C  -5.21289  5.15478  1.07465
C  -3.94371  4.69540  0.78631
N  -3.60132  5.33934  -0.37411
H  -2.74922  5.25898  -0.91321
C  -3.09790  3.71828  1.43616
C  -2.01726  3.14540  0.76184
C  -1.24208  2.17946  1.36585
C  -1.50684  1.75781  2.66775
C  -2.57195  2.34490  3.34920
C  -3.35788  3.30255  2.74363
H  -4.18353  3.74123  3.28267
H  -2.79793  2.02593  4.35635
C  -0.68277  0.71353  3.28599
C  -0.26203  0.80641  4.61176
C  0.53831  -0.16814  5.16986
C  0.93634  -1.27931  4.42389
C  0.49817  -1.38194  3.10148
C  -0.29152  -0.39984  2.54412
H  -0.62689  -0.50177  1.52215
H  0.78961  -2.22822  2.49624
C  1.80405  -2.28614  4.99436
C  2.63428  -2.27520  6.09697
N  3.31494  -3.44127  6.19190
C  2.91494  -4.17371  5.17778
N  1.99977  -3.51874  4.42907
H  1.58000  -3.90584  3.59336
C  3.38418  -5.55038  4.82527
N  4.11153  -5.53507  3.54549
C  3.45888  -5.38881  2.38761
O  2.24194  -5.24423  2.34637
C  4.31127  -5.37782  1.11153
N  5.04359  -6.61595  0.97306
C  6.37400  -6.64077  0.73196
O  7.11813  -5.69703  0.82613
O  6.76827  -7.89732  0.41338
C  8.16184  -8.05397  0.19187
H  8.49809  -7.38912  -0.60615
H  8.72131  -7.82258  1.10051
H  8.30572  -9.09353  -0.09070
H  4.51844  -7.45672  0.79278
H  5.06974  -4.59185  1.22059
C  3.45652  -5.05931  -0.13344
C  2.54397  -6.22104  -0.52377
H  1.94358  -6.53236  0.32638
H  1.87123  -5.90558  -1.31754
H  3.12020  -7.06778  -0.89219
C  4.35752  -4.67001  -1.30168
H  3.75671  -4.42513  -2.17415
H  4.96989  -3.80734  -1.05013
H  5.02047  -5.49259  -1.56259
H  2.82642  -4.20552  0.13363
C  5.53886  -5.70126  3.75094
C  5.71766  -5.49990  5.25309
H  6.60309  -6.00479  5.63172
C  4.41842  -6.05977  5.82397
H  4.21010  -5.68419  6.82155
H  4.43636  -7.14987  5.83329
H  5.78141  -4.43846  5.48890
H  6.11539  -4.99173  3.15535
H  5.83869  -6.71525  3.46244
H  2.51240  -6.20804  4.72130
H  2.79479  -1.49593  6.81416
H  0.86197  -0.07737  6.19543
H  -0.54725  1.66647  5.20016
H  -0.40622  1.75476  0.82917
H  -1.78517  3.44523  -0.24993
H  -5.85405  4.89843  1.89347
H  -3.68566  7.51495  -2.01801
H  -5.66334  8.62960  -2.81169
H  -7.22546  6.11437  -2.10924
H  -6.27318  5.03366  -4.02295
H  -5.82561  6.57961  -4.77749
C  -4.14365  3.03563  -4.25385
C  -4.53404  2.19910  -5.46847
H  -3.68097  2.08588  -6.13245
H  -5.33662  2.67563  -6.02618
H  -4.86585  1.21184  -5.15604
C  -3.09003  2.31353  -3.41755
H  -3.51442  1.41392  -2.97809
H  -2.73193  2.95046  -2.61322
H  -2.24459  2.02771  -4.03812
H  -5.03002  3.19568  -3.62932

The calculation puts the lowest unoccupied orbital energy at 0.0183 Ha. As for the spin multiplicity: 1. As for the highest occupied orbital energy: -7.43 eV.

***

Which of these has the highest highest occupied orbital energy?
C40H50N8O6